1.
ORCA calculation (ωB97M-V with the def2-TZVPD basis set) on C17H25N3O3S in the gas phase.

```
! RIJCOSX wB97M-V def2-TZVPD def2/J DEFGRID3
* xyz 0 1
C 2.82187 -4.30723 0.23860
C 2.17601 -3.96619 1.57879
N 0.78822 -4.38164 1.62482
C 0.25651 -4.58829 2.95491
C 0.05834 -3.35316 3.84343
C -0.09478 -3.73414 0.68048
C -0.04410 -2.19669 0.61902
C -1.22977 -1.66270 -0.17915
N -1.21453 -0.20852 -0.23956
C -1.73797 0.49122 0.80763
S -2.40439 -0.21225 2.14270
N -1.70828 1.84893 0.73804
C -1.17480 2.55286 -0.31260
C -1.17672 3.94835 -0.33022
C -0.63123 4.63005 -1.40199
O -0.58171 5.97226 -1.52225
C -1.11958 6.76829 -0.49292
C -0.06445 3.90408 -2.48962
O 0.44224 4.66716 -3.48899
C 1.01680 4.01217 -4.59562
C -0.06725 2.52806 -2.45763
C -0.62164 1.83860 -1.37289
C -0.61690 0.37872 -1.35749
O -0.14319 -0.30961 -2.23709
H 2.63063 -5.34814 -0.00748
H 2.43175 -3.68313 -0.56043
H 3.89643 -4.15191 0.29933
H 2.31000 -2.89069 1.78242
H 2.69894 -4.51613 2.36632
H 0.93930 -5.27792 3.46239
H -0.70394 -5.10090 2.84419
H 0.97465 -2.77005 3.90262
H -0.74225 -2.72050 3.46949
H -0.20851 -3.67206 4.84831
H 0.12978 -4.12525 -0.31800
H -1.11330 -4.04073 0.93059
H 0.87953 -1.86778 0.13952
H -0.07743 -1.77962 1.62516
H -1.18713 -2.02602 -1.20755
H -2.16889 -1.97147 0.28546
H -2.10891 2.33849 1.52739
H -1.61044 4.47663 0.50362
H -0.60105 6.60131 0.45646
H -2.19075 6.58539 -0.36186
H -0.96662 7.79817 -0.81004
H 0.28544 3.38445 -5.11392
H 1.35129 4.80477 -5.26247
H 1.87392 3.40012 -4.29852
H 0.34886 1.93264 -3.25343
*
```

## Properties
ΔE to the lowest compared entry with this formula, charge and spin   101.75 kJ/mol
SMILES   CCN(CC)CCCn1c(=S)[nH]c2cc(OC)c(OC)cc2c1=O
HOMO-LUMO gap   8.37 eV
HOMO   -7.90 eV

2.
ORCA calculation (ωB97M-V with the def2-TZVPD basis set) on a molecular structure, C13H17ClINO2PTi at a distorted geometry.

```
! RIJCOSX wB97M-V def2-TZVPD def2/J DEFGRID3
* xyz 2 2
C 3.73815 -0.22315 -6.08578
C 3.73449 0.59901 -4.84369
H 4.56417 0.12536 -6.73080
H 2.79029 -0.08318 -6.62969
H 3.89002 -1.28941 -5.85861
O 4.39340 1.56813 -4.54556
I 2.29673 0.01136 -3.20928
Ti 0.45241 -0.23837 -0.63563
P -1.05644 1.50611 -1.17091
C -1.11987 3.05201 -0.20313
C -0.73309 2.11498 -2.85975
H -2.91909 -0.01049 -1.62773
H -3.32513 1.69807 -1.91806
H -3.26407 1.05664 -0.24035
C -2.79820 1.00988 -1.23615
H -0.44613 1.27700 -3.50456
H -1.62389 2.59594 -3.29015
H -1.72637 3.84475 -0.67379
H -0.09998 3.43712 -0.07205
H 0.10215 2.82502 -2.84678
H -1.54331 2.84637 0.78951
C 1.98847 1.08641 -0.39808
O 2.77654 1.91337 -0.10202
Cl 0.18993 -2.19592 -1.70751
N -0.26243 -0.67800 1.25134
C -0.52198 -1.13167 2.31381
C -0.67759 -1.69580 3.62065
C 0.41011 -2.31285 4.27232
C 0.25641 -2.91389 5.52103
C -0.97534 -2.89883 6.16300
C -2.08407 -2.33921 5.51543
C -1.93790 -1.72675 4.27009
H 1.37622 -2.34188 3.76132
H 1.10874 -3.42394 5.97874
H -1.07274 -3.34020 7.15735
H -3.05264 -2.42048 5.98887
H -2.82798 -1.30354 3.78659
*
```

## Properties
⟨S²⟩   0.76
ΔE to the lowest compared entry with this formula, charge and spin   7.16 kJ/mol
HOMO-LUMO gap (spin up / spin down)   6.67 / 6.92 eV
HOMO (spin up / spin down)   -15.45 / -15.45 eV

3.
ORCA calculation (ωB97M-V with the def2-TZVPD basis set) on a molecular structure, C22H26CdN8S.

```
! RIJCOSX wB97M-V def2-TZVPD def2/J DEFGRID3
* xyz 2 1
Cd -0.21616 -0.07103 0.02474
C -0.20085 3.07991 0.84937
C 0.48360 2.56220 2.12016
C -0.30608 1.53247 2.88375
C -0.86869 1.85583 4.11203
C -1.57102 0.89856 4.82284
C -1.70009 -0.37194 4.28378
C -1.13446 -0.61282 3.04919
N -0.44697 0.30380 2.35660
N 0.03556 2.25661 -0.35668
C -0.91937 2.62255 -1.41350
C -0.90894 1.65030 -2.57651
C -1.44885 2.02363 -3.79917
C -1.45416 1.11120 -4.83902
C -0.90560 -0.14708 -4.63055
C -0.38645 -0.43468 -3.38506
N -0.38569 0.43922 -2.37325
C 1.41252 2.42938 -0.86624
C 2.45524 1.51916 -0.25911
C 3.76378 1.95995 -0.12089
C 4.72328 1.09509 0.37752
C 4.34573 -0.18987 0.73900
C 3.02300 -0.54883 0.57905
N 2.09623 0.27666 0.08174
H 0.13609 4.10470 0.65433
H -1.27920 3.12575 1.01178
H 0.65170 3.41428 2.77782
H 1.47336 2.16581 1.89142
H -0.74379 2.85362 4.50928
H -2.00781 1.13904 5.78267
H -2.23281 -1.15652 4.80103
H -1.24136 -1.58588 2.58372
H -0.71822 3.63322 -1.78951
H -1.92225 2.64410 -0.97940
H -1.85537 3.01808 -3.92865
H -1.87154 1.37780 -5.80043
H -0.87573 -0.88647 -5.41764
H 0.05879 -1.40308 -3.18723
H 1.72702 3.47161 -0.75013
H 1.40613 2.22064 -1.93718
H 4.02145 2.97298 -0.39944
H 5.74815 1.42130 0.49136
H 5.05584 -0.89635 1.14332
H 2.68691 -1.53753 0.86875
C -0.43662 -5.69095 -0.35003
C -1.46342 -4.62534 -0.35915
N -2.73389 -4.78948 -0.48779
N -3.26534 -3.53687 -0.43568
C -2.36193 -2.57109 -0.26877
S -2.67049 -0.91991 -0.15926
N -1.18427 -3.26499 -0.21984
N 0.06489 -2.67137 -0.05974
H -0.93236 -6.64572 -0.50354
H 0.09018 -5.72546 0.60504
H 0.29349 -5.54798 -1.14817
H -4.26220 -3.40805 -0.52090
H 0.50527 -3.04094 0.77904
H 0.65374 -2.89920 -0.85686
*
```

## Properties
HOMO-LUMO gap   9.35 eV
HOMO   -14.39 eV

4.
ORCA calculation (ωB97M-V with the def2-TZVPD basis set) on 2 unconnected molecules or ions with the total composition C15H12BrFN2O7S at a distorted geometry.

```
! RIJCOSX wB97M-V def2-TZVPD def2/J DEFGRID3
* xyz 0 1
C 0.06463 1.88356 3.34638
C -0.38498 1.65781 2.25826
C -0.99838 1.04659 1.13318
C -2.28554 1.16965 0.69688
N -2.38629 0.37411 -0.40059
C -3.65002 0.28409 -1.13449
C -4.10541 1.67191 -1.54934
O -5.15860 2.11560 -1.29159
Br -2.80653 2.68119 -2.57298
C -1.21750 -0.23371 -0.63199
S -0.81100 -1.39191 -1.89098
O -0.39636 -0.73338 -3.06607
O -0.01917 -2.39702 -1.29007
F -2.21484 -1.99726 -2.14291
N -0.34551 0.18673 0.29354
C 1.05696 -0.20331 0.38411
O 1.67993 0.32831 -0.75037
C 2.95769 -0.19618 -0.96104
C 3.12806 -1.30577 -1.76775
C 4.40888 -1.79202 -1.99729
C 5.49736 -1.15164 -1.42505
C 5.32123 -0.04212 -0.60811
C 4.04080 0.43790 -0.38056
H 0.47213 2.07502 4.30952
H -3.07257 1.76648 1.13907
H -3.49929 -0.28139 -2.04542
H -4.40595 -0.16806 -0.49998
H 1.15790 -1.28247 0.47415
H 1.42876 0.26414 1.29682
H 2.29092 -1.79737 -2.24058
H 4.54090 -2.64641 -2.64315
H 6.49314 -1.52111 -1.62542
H 6.18223 0.45138 -0.18406
H 3.88630 1.30687 0.24427
C -3.58039 0.27712 3.56419
O -3.91492 -0.09781 4.68895
O -2.79577 -0.68311 2.83406
O -3.78882 1.33106 2.94051
H -2.76998 -1.38748 3.49594
*
```

## Properties
HOMO-LUMO gap   6.69 eV
HOMO   -7.93 eV

5.
ORCA calculation (ωB97M-V with the def2-TZVPD basis set) on C5H7N in the gas phase.

```
! RIJCOSX wB97M-V def2-TZVPD def2/J DEFGRID3
* xyz 0 1
C -0.64398 -1.94195 -0.09513
C -0.23247 -0.49582 -0.13037
C -0.94954 0.45475 -0.81405
N -0.13719 1.73215 -0.38454
C 1.02506 1.36438 0.36371
C 0.95854 0.02396 0.51797
H -0.87769 -2.27471 0.92463
H -1.53656 -2.08308 -0.71294
H 0.14539 -2.59884 -0.48261
H -1.08857 1.80397 0.08766
H -0.07968 2.48137 -1.06845
H 1.73106 2.10327 0.72534
H 1.68563 -0.56944 1.06878
*
```

## Properties
ΔE to the lowest compared entry with this formula, charge and spin   358.17 kJ/mol
HOMO-LUMO gap   9.21 eV
HOMO   -8.37 eV

Repeat the fifth record exactly.
ORCA calculation (ωB97M-V with the def2-TZVPD basis set) on C5H7N in the gas phase.

```
! RIJCOSX wB97M-V def2-TZVPD def2/J DEFGRID3
* xyz 0 1
C -0.64398 -1.94195 -0.09513
C -0.23247 -0.49582 -0.13037
C -0.94954 0.45475 -0.81405
N -0.13719 1.73215 -0.38454
C 1.02506 1.36438 0.36371
C 0.95854 0.02396 0.51797
H -0.87769 -2.27471 0.92463
H -1.53656 -2.08308 -0.71294
H 0.14539 -2.59884 -0.48261
H -1.08857 1.80397 0.08766
H -0.07968 2.48137 -1.06845
H 1.73106 2.10327 0.72534
H 1.68563 -0.56944 1.06878
*
```

## Properties
ΔE to the lowest compared entry with this formula, charge and spin   358.17 kJ/mol
HOMO-LUMO gap   9.21 eV
HOMO   -8.37 eV

- Which formula does entry 3 have?
  C22H26CdN8S